Entry 1:
CBrClF3N in the gas phase. Source: the OMol25 dataset; level of theory: ωB97M-V with the def2-TZVPD basis set.

Output
SMILES string: FC(F)(F)N(Cl)Br
Relative energy (zero: lowest compared OMol25 entry of this formula, charge and spin) in kJ/mol: 44.7
Charge: 0
Electronic energy in Eh: -3426.57567
HOMO energy in eV: -10.56

Geometry as XYZ:
```
7
Properties=species:S:1:pos:R:3:forces:R:3
Br -2.76649 0.18793 -0.17652 2.790 -1.143 0.506
Cl -0.56280 -2.25135 0.12848 -0.259 0.741 -0.312
F 1.41251 -0.05190 0.43702 2.037 -2.334 1.368
F 0.40181 0.26634 -1.37245 -0.468 -0.642 -0.730
F 0.10953 1.47008 0.30465 -1.975 2.933 1.113
N -0.82076 -0.59597 0.45609 -1.592 0.776 0.313
C 0.25771 0.25013 -0.03489 -0.532 -0.331 -2.259
```
Forces are in eV/Å.

Mulliken atomic charge list, values in e, 2 entries: number 1, Br, carries 0.06; number 2, Cl, carries 0.02

=====

Entry 2:
A gas-phase ion, C9H9ClN3O (charge +1). Source: the OMol25 dataset; level of theory: ωB97M-V with the def2-TZVPD basis set.

Output
SMILES string: Cln1c[nH+]nc1COc1ccccc1
Charge: +1
Electronic energy in Eh: -1047.74086
HOMO energy in eV: -12.39

Geometry as XYZ:
```
23
Properties=species:S:1:pos:R:3:forces:R:3
Cl -0.31930 -1.86898 2.66817 -0.194 -0.103 0.091
O 1.53499 -1.13401 0.11812 -0.506 -0.024 0.216
N -1.28967 -1.66948 1.31276 0.426 -0.152 -0.532
N -1.86199 -1.49964 -0.79362 -0.622 0.088 -0.216
N -2.94429 -1.40985 0.01717 0.239 -0.089 -0.143
C 0.67051 2.36689 0.66049 -0.480 0.075 0.849
C -0.85290 -1.66983 -0.00404 0.361 -0.010 -0.298
C 0.52948 -1.84177 -0.57598 0.859 0.284 -0.124
C 1.11206 2.90918 -0.51180 -0.080 1.598 -0.327
C 1.71669 2.14035 -1.46951 0.309 -0.143 -0.555
C 1.39658 0.25285 -0.07492 0.167 -1.069 0.338
C -2.61160 -1.51146 1.27575 -0.446 0.080 0.694
C 1.85875 0.79695 -1.23769 0.491 -0.604 -0.881
C 0.81560 1.01803 0.89639 -0.381 -0.041 0.589
H 1.00325 3.97430 -0.68154 -0.040 -0.044 0.022
H -3.87617 -1.29201 -0.35834 0.070 0.030 -0.099
H 2.08902 2.55248 -2.39675 -0.040 0.165 0.049
H 0.83306 -2.88857 -0.64646 -0.184 -0.011 0.350
H 0.47883 0.59688 1.83415 0.098 -0.086 -0.020
H 0.48471 -1.46425 -1.60266 -0.345 -0.146 0.016
H 0.18926 2.96987 1.42073 0.103 0.141 -0.097
H 2.34025 0.14587 -1.95935 0.002 0.062 -0.011
H -3.29712 -1.47379 2.10892 0.193 -0.001 0.087
```
Forces are in eV/Å.

Mulliken atomic charge list, values in e, 2 entries: number 1, Cl, carries 0.12; number 2, O, carries -0.43

=====

What did the second record say?
A gas-phase ion, C9H9ClN3O (charge +1). Source: the OMol25 dataset; level of theory: ωB97M-V with the def2-TZVPD basis set.

Output
SMILES string: Cln1c[nH+]nc1COc1ccccc1
Charge: +1
Electronic energy in Eh: -1047.74086
HOMO energy in eV: -12.39

Geometry as XYZ:
```
23
Properties=species:S:1:pos:R:3:forces:R:3
Cl -0.31930 -1.86898 2.66817 -0.194 -0.103 0.091
O 1.53499 -1.13401 0.11812 -0.506 -0.024 0.216
N -1.28967 -1.66948 1.31276 0.426 -0.152 -0.532
N -1.86199 -1.49964 -0.79362 -0.622 0.088 -0.216
N -2.94429 -1.40985 0.01717 0.239 -0.089 -0.143
C 0.67051 2.36689 0.66049 -0.480 0.075 0.849
C -0.85290 -1.66983 -0.00404 0.361 -0.010 -0.298
C 0.52948 -1.84177 -0.57598 0.859 0.284 -0.124
C 1.11206 2.90918 -0.51180 -0.080 1.598 -0.327
C 1.71669 2.14035 -1.46951 0.309 -0.143 -0.555
C 1.39658 0.25285 -0.07492 0.167 -1.069 0.338
C -2.61160 -1.51146 1.27575 -0.446 0.080 0.694
C 1.85875 0.79695 -1.23769 0.491 -0.604 -0.881
C 0.81560 1.01803 0.89639 -0.381 -0.041 0.589
H 1.00325 3.97430 -0.68154 -0.040 -0.044 0.022
H -3.87617 -1.29201 -0.35834 0.070 0.030 -0.099
H 2.08902 2.55248 -2.39675 -0.040 0.165 0.049
H 0.83306 -2.88857 -0.64646 -0.184 -0.011 0.350
H 0.47883 0.59688 1.83415 0.098 -0.086 -0.020
H 0.48471 -1.46425 -1.60266 -0.345 -0.146 0.016
H 0.18926 2.96987 1.42073 0.103 0.141 -0.097
H 2.34025 0.14587 -1.95935 0.002 0.062 -0.011
H -3.29712 -1.47379 2.10892 0.193 -0.001 0.087
```
Forces are in eV/Å.

Mulliken atomic charge list, values in e, 2 entries: number 1, Cl, carries 0.12; number 2, O, carries -0.43